Record 1
# C3H7N3O

One molecule with the formula C3H7N3O (ωB97M-V/def2-TZVPD, the OMol25 dataset).

Each line ends with the natural charge from an NBO analysis.
Positions of all 14 atoms, in Å:
C (-1.08107, -1.56659, -0.04091)  -0.447
N (-1.09518, -0.31508, 0.68060)  -0.484
C (-0.22292, 0.60757, 0.56590)  0.339
N (-0.33826, 1.76181, 1.29986)  -0.795
C (1.04329, 0.68979, -0.30380)  0.605
N (1.16894, -0.16469, -1.34936)  -0.807
O (1.90924, 1.50516, -0.02615)  -0.609
H (-1.64124, -2.30466, 0.54146)  0.211
H (-0.08488, -1.98889, -0.23351)  0.181
H (-1.61145, -1.47453, -1.00221)  0.188
H (0.51789, 2.28720, 1.41082)  0.411
H (-0.94589, 1.69158, 2.10199)  0.394
H (0.39433, -0.68885, -1.71851)  0.405
H (1.98720, -0.03979, -1.92619)  0.408

Results
- 2S+1 = 1
- F_max (eV/Å) = 0.5
- SMILES = C/N=C(/N)C(N)=O
- relative energy (zero: lowest compared OMol25 entry of this formula, charge and spin) (kcal/mol) = 10.5
- total charge = 0
- electronic energy (eV) = -9742.5788

Record 2
# C3H7N3O

One molecule with the formula C3H7N3O (ωB97M-V/def2-TZVPD, the OMol25 dataset).

Each line ends with the natural charge from an NBO analysis.
Positions of all 14 atoms, in Å:
C (1.31728, 1.16541, -0.38788)  -0.499
N (1.36260, -0.20281, 0.04474)  -0.416
C (0.28349, -0.88001, 0.06270)  0.289
N (0.34127, -2.23957, 0.33571)  -0.794
C (-1.11928, -0.31589, -0.02264)  0.614
N (-1.23357, 1.10666, 0.00961)  -0.872
O (-2.10186, -0.99890, 0.16006)  -0.533
H (2.31559, 1.61494, -0.27230)  0.204
H (0.37048, 1.60837, 0.10532)  0.258
H (1.00816, 1.25437, -1.43886)  0.173
H (-0.44203, -2.58854, 0.87105)  0.389
H (1.23658, -2.43932, 0.76760)  0.389
H (-1.37996, 1.54643, -0.89332)  0.399
H (-1.95874, 1.36885, 0.65821)  0.399

Results
- 2S+1 = 1
- F_max (eV/Å) = 2.6
- SMILES = C/N=C(/N)C(N)=O
- relative energy (zero: lowest compared OMol25 entry of this formula, charge and spin) (kcal/mol) = 42.4
- total charge = 0
- electronic energy (eV) = -9741.1947

Record 3
# C3H7N3O

One molecule with the formula C3H7N3O (ωB97M-V/def2-TZVPD, the OMol25 dataset).

Each line ends with the natural charge from an NBO analysis.
Positions of all 14 atoms, in Å:
C (-1.24997, 0.97601, 0.65109)  -0.433
N (-0.82619, 0.15887, -0.47689)  -0.109
N (-1.33455, -1.22792, -0.31543)  -0.609
C (0.34975, -1.60791, -0.10907)  0.811
O (0.78128, -2.72047, -0.05955)  -0.551
N (0.48891, -0.33083, -0.34121)  -0.303
C (1.67152, 0.51941, -0.21567)  -0.447
H (-1.70713, 0.60558, 1.47028)  0.206
H (-0.35565, 1.49905, 0.96654)  0.194
H (-2.10337, 1.60598, 0.24110)  0.209
H (-1.72190, -1.75583, -1.21531)  0.368
H (1.35586, 1.49459, -0.57235)  0.227
H (2.12873, 0.67194, 0.76950)  0.209
H (2.52271, 0.11152, -0.79302)  0.228

Results
- 2S+1 = 1
- F_max (eV/Å) = 6.2
- SMILES = Cn1[nH]c(=O)n1C
- relative energy (zero: lowest compared OMol25 entry of this formula, charge and spin) (kcal/mol) = 109.0
- total charge = 0
- electronic energy (eV) = -9738.3055

Record 4
# C3H7N3O

One molecule with the formula C3H7N3O (ωB97M-V/def2-TZVPD, the OMol25 dataset).

Each line ends with the natural charge from an NBO analysis.
Positions of all 14 atoms, in Å:
H (3.03733, 2.78001, 0.51617)  0.346
N (2.10019, 2.51009, 0.80516)  -0.690
C (1.79069, 1.39685, 0.27845)  0.281
N (0.55422, 0.83137, 0.53282)  -0.648
C (0.11083, -0.30824, -0.13301)  0.789
O (0.82150, -0.91952, -0.91343)  -0.650
N (-1.16989, -0.66803, 0.17787)  -0.623
C (-1.84654, -1.72051, -0.54962)  -0.419
H (2.39703, 0.78240, -0.39013)  0.191
H (-0.05604, 1.37137, 1.13084)  0.403
H (-1.71849, -0.07089, 0.77584)  0.387
H (-1.10040, -2.21836, -1.16995)  0.244
H (-2.63329, -1.31562, -1.19708)  0.192
H (-2.28714, -2.45094, 0.13608)  0.197

Results
- 2S+1 = 1
- F_max (eV/Å) = 0.4
- SMILES = [H]/N=C/NC(=O)NC
- relative energy (zero: lowest compared OMol25 entry of this formula, charge and spin) (kcal/mol) = 2.4
- total charge = 0
- electronic energy (eV) = -9742.9313

Record 5
# C3H7N3O

One molecule with the formula C3H7N3O (ωB97M-V/def2-TZVPD, the OMol25 dataset).

Each line ends with the natural charge from an NBO analysis.
Positions of all 14 atoms, in Å:
C (1.62659, 0.88551, -0.60424)  -0.191
N (1.39486, -0.11781, 0.16049)  -0.394
C (0.22442, -0.84525, 0.12013)  0.048
N (0.35771, -2.24543, 0.34284)  -0.811
C (-1.05656, -0.37560, -0.03620)  0.487
N (-1.15372, 1.24109, 0.03128)  -0.783
O (-2.17705, -0.87397, 0.02793)  -0.676
H (2.55888, 1.43605, -0.48438)  0.180
H (0.97402, 1.17919, -1.43793)  0.133
H (-0.36416, -2.58288, 0.97350)  0.370
H (1.27123, -2.42494, 0.74461)  0.372
H (-0.29272, 1.70743, 0.33428)  0.425
H (-1.44591, 1.62571, -0.86677)  0.416
H (-1.91761, 1.39089, 0.69446)  0.423

Results
- 2S+1 = 1
- F_max (eV/Å) = 0.3
- SMILES = C=N/C(N)=C(\[NH3+])[O-]
- relative energy (zero: lowest compared OMol25 entry of this formula, charge and spin) (kcal/mol) = 68.6
- total charge = 0
- electronic energy (eV) = -9740.0589

Record 6
# C3H7N3O

One molecule with the formula C3H7N3O (ωB97M-V/def2-TZVPD, the OMol25 dataset).

Each line ends with the natural charge from an NBO analysis.
Positions of all 14 atoms, in Å:
C (-2.55421, -0.06538, -0.32918)  -0.440
N (-1.44446, -0.26126, 0.49497)  -0.286
N (-0.41019, -0.36717, -0.24502)  0.007
N (0.60764, -1.01742, -0.17804)  -0.099
C (1.87586, -1.12722, 0.01325)  -0.026
C (2.51050, 0.24664, 0.15085)  -0.127
O (1.99724, 1.01904, -0.91450)  -0.692
H (-2.31756, 0.59368, -1.13782)  0.191
H (-2.77097, -0.93922, -0.85431)  0.196
H (-3.52513, 0.26861, 0.16468)  0.202
H (2.20633, -2.08577, -0.31023)  0.221
H (2.18144, 0.87123, 0.97560)  0.196
H (3.68080, 0.08668, 0.12980)  0.195
H (1.04430, 1.09508, -0.57182)  0.463

Results
- 2S+1 = 1
- F_max (eV/Å) = 3.9
- SMILES = C/N=N/N=C\CO
- relative energy (zero: lowest compared OMol25 entry of this formula, charge and spin) (kcal/mol) = 138.7
- total charge = 0
- electronic energy (eV) = -9737.0185

Record 7
# C3H7N3O

A 2-piece molecular cluster, C3H7N3O overall (ωB97M-V/def2-TZVPD, the OMol25 dataset).

Each line ends with the natural charge from an NBO analysis.
Positions of all 14 atoms, in Å:
C (0.03395, -0.09356, -0.87424)  0.046
C (-0.10470, 0.57298, 0.43073)  0.328
N (-1.38050, 0.92931, 0.90203)  -0.803
N (0.87530, 1.45726, 0.82868)  -0.800
C (0.11796, -1.40888, -0.56876)  0.183
O (0.11226, 0.56669, -2.07545)  -0.674
N (0.58589, -2.53546, -0.89624)  -0.735
H (0.74666, 0.10943, -2.64160)  0.485
H (-2.10889, 0.36068, 0.49485)  0.393
H (-1.46201, 0.96535, 1.91066)  0.370
H (0.69957, 2.10712, 1.57748)  0.388
H (1.83285, 1.19393, 0.67366)  0.398
H (0.04785, -3.33168, -0.56411)  0.355
H (0.00380, -0.89319, 0.80230)  0.067

Results
- 2S+1 = 1
- F_max (eV/Å) = 0.2
- relative energy (zero: lowest compared OMol25 entry of this formula, charge and spin) (kcal/mol) = 104.4
- total charge = 0
- electronic energy (eV) = -9738.5046

Record 8
# C3H7N3O2

A 2-piece molecular cluster, C3H7N3O2 overall (ωB97M-V/def2-TZVPD, the OMol25 dataset).

Each line ends with the natural charge from an NBO analysis.
Positions of all 15 atoms, in Å:
H (1.04516, -0.68512, 2.27224)  0.364
N (1.15641, -0.62345, 1.26768)  -0.782
C (1.79433, 0.39544, 0.86342)  0.396
O (2.15566, 0.59201, -0.38628)  -0.354
N (1.68810, -0.35974, -1.34842)  -0.511
H (2.47557, 0.86901, 1.59947)  0.166
H (1.18494, -1.07238, -0.81551)  0.371
H (1.06355, 0.15789, -1.96457)  0.356
C (-2.10537, -0.59875, 0.29724)  -0.421
N (-1.80875, 0.29648, -0.76073)  -0.532
C (-1.28160, 1.30739, -1.08665)  0.842
O (-0.80728, 2.22839, -1.61760)  -0.541
H (-2.55433, -1.48876, -0.14154)  0.209
H (-2.81549, -0.14661, 0.99216)  0.202
H (-1.19091, -0.87179, 0.82908)  0.233

Results
- 2S+1 = 1
- F_max (eV/Å) = 3.3
- SMILES = [H]/N=C/ON.CN=C=O
- relative energy (zero: lowest compared OMol25 entry of this formula, charge and spin) (kcal/mol) = 91.4
- total charge = 0
- electronic energy (eV) = -11787.3479